DFT (ωB97M-V/def2-TZVPD) results for C12H24N2O15Ti as an isolated structure.

```
54
Properties=species:S:1:pos:R:3:forces:R:3:mulliken_charge:R:1
Ti -7.15177 -2.78017 -22.57380 -0.1 0.0 0.1 0.540
N -9.23749 -0.56415 -24.49381 -0.9 -0.5 -0.2 0.852
O -10.26058 -1.11694 -24.92780 0.6 0.3 0.2 -0.601
O -8.68887 -0.99472 -23.43455 0.4 -0.1 0.0 -0.455
O -8.74898 0.41373 -25.08811 0.3 0.2 0.1 -0.629
N -9.35386 -4.77014 -23.67064 -0.6 -0.6 -0.1 0.960
O -8.90141 -4.35343 -22.54863 0.4 0.5 -0.2 -0.619
O -8.72661 -5.66015 -24.28512 0.0 0.6 0.2 -0.603
O -10.43330 -4.33813 -24.09487 0.7 -0.2 0.3 -0.579
C -8.15330 -0.96686 -16.59616 0.9 -0.4 0.6 -1.085
C -7.74480 -2.39282 -16.95384 -0.1 0.5 -0.7 -0.195
O -7.63412 -2.49540 -18.38616 -0.4 -0.3 -0.2 -0.361
C -6.50412 -2.55469 -19.05520 0.3 0.7 -1.0 0.774
O -6.47000 -2.67752 -20.25712 -0.1 -0.3 0.0 -0.444
O -5.42575 -2.32063 -18.31398 0.0 -0.4 1.3 -0.363
C -4.12528 -2.58874 -18.83180 -0.4 -0.7 -0.9 -0.657
H -7.30453 -0.29360 -16.72853 0.0 0.0 -0.2 0.291
H -8.34230 -0.97759 -15.51937 -0.4 0.2 -0.1 0.362
H -8.99083 -0.58279 -17.16873 -0.2 -0.2 0.0 0.313
H -8.52730 -3.11020 -16.71898 0.0 0.0 0.2 0.299
H -6.80160 -2.67934 -16.49458 -0.1 0.0 0.1 0.299
H -3.50031 -2.85420 -17.98547 0.2 0.7 0.1 0.286
H -3.84264 -1.75324 -19.46544 0.5 0.1 0.3 0.196
H -4.10956 -3.47156 -19.47627 -0.4 0.1 -0.1 0.298
C -8.25243 -2.07170 -27.37440 -0.1 -0.8 -0.6 -1.499
C -7.90253 -2.97494 -26.20044 -1.0 0.6 0.9 0.779
O -6.83075 -3.87348 -26.50088 0.5 -0.2 -0.5 -0.357
C -5.83749 -3.97687 -25.63556 -1.4 0.3 -0.2 0.695
O -5.81819 -3.47893 -24.54047 0.5 0.2 0.9 -0.083
O -4.88858 -4.72590 -26.16748 0.2 -0.4 -1.0 -0.386
C -3.83923 -5.16384 -25.35235 0.7 0.1 1.5 -0.595
H -8.86933 -1.26275 -26.98793 0.1 0.2 -0.2 0.325
H -8.82099 -2.62585 -28.12953 -0.3 -0.1 0.3 0.403
H -7.41502 -1.74045 -27.99418 0.4 0.4 0.7 0.348
H -8.78853 -3.52203 -25.86106 0.2 -0.4 -0.6 0.167
H -7.69384 -2.42436 -25.27857 0.6 0.3 -0.4 -0.457
H -3.16429 -5.81506 -25.90239 -0.4 0.0 -0.4 0.231
H -4.22234 -5.69196 -24.47478 -0.1 0.0 -0.1 0.295
H -3.22347 -4.34695 -24.95876 -0.3 0.2 -0.2 0.205
C -5.37528 0.67909 -25.08968 -1.0 0.3 0.0 -0.890
C -5.79534 0.65656 -23.62097 1.0 1.3 -0.3 -0.431
O -5.48152 -0.62318 -23.07642 -0.7 -0.8 0.7 -0.095
C -4.26796 -1.00645 -22.69464 -1.1 -0.5 -0.2 0.609
O -4.10463 -2.10124 -22.22864 0.5 -0.1 0.2 -0.438
O -3.34329 -0.08714 -22.89558 0.3 1.1 -0.3 -0.323
C -2.00760 -0.42621 -22.63555 1.1 -1.4 -0.2 -0.750
H -5.63190 1.64238 -25.53967 0.1 0.0 0.1 0.386
H -6.00945 -0.04473 -25.60593 0.1 -0.1 0.0 0.044
H -4.33097 0.46199 -25.29735 0.1 0.0 0.3 0.351
H -6.85065 0.89180 -23.49523 -0.2 -1.0 -0.3 0.382
H -5.32494 1.42615 -22.99442 0.5 -0.2 -0.3 0.360
H -1.73582 -1.39445 -23.07438 -0.4 -0.1 0.0 0.281
H -1.78315 -0.53415 -21.57395 -0.2 0.4 0.1 0.279
H -1.33140 0.25948 -23.14135 -0.4 0.5 0.3 0.285
```
Forces are in eV/Å.

- Multiplicity: 4
- LUMO (alpha / beta): 2.12 / 2.07 eV
- Total energy: -69634.29685 eV
- Total charge: -1
- Kohn-Sham gap (alpha / beta): 3.0 / 7.1 eV
- Energy relative to the best compared isomer or geometry (same formula, charge and spin): 207.93 kJ/mol


DFT (ωB97M-V/def2-TZVPD) results for a 2-piece molecular cluster, C4H10N2 overall.

```
16
Properties=species:S:1:pos:R:3:forces:R:3:mulliken_charge:R:1
C 0.08823 1.67229 1.09542 -0.1 -0.1 -0.2 -1.566
C -1.29055 1.16206 1.39636 0.3 -0.3 0.3 0.135
C -1.49302 0.00130 2.00791 -0.5 0.0 0.4 -1.895
H 0.35573 2.57019 1.64828 -0.1 0.1 0.2 0.613
H 0.79266 0.88167 1.35059 0.2 0.1 -0.1 0.373
H 0.22475 1.91627 0.03622 -0.1 -0.1 0.0 0.208
H -2.17632 1.71201 1.09845 0.2 0.2 -0.2 0.452
H -2.50429 -0.32578 2.22490 0.0 -0.1 -0.1 0.660
H -0.71612 -0.65026 2.39260 0.2 0.1 -0.3 0.648
N 1.44193 -2.15661 -1.55839 0.3 0.2 0.7 -0.515
C 0.85061 -0.95173 -1.78350 -0.6 -0.1 -0.8 -1.412
N 1.16750 -0.21288 -2.77381 0.0 -0.4 -0.6 -0.426
H 1.62007 -2.74725 -2.35211 0.2 0.1 0.0 0.401
H 1.18899 -2.60286 -0.68080 -0.2 -0.2 -0.1 0.895
H 0.00793 -0.73938 -1.12401 0.2 0.1 0.3 0.002
H 0.44190 0.47097 -2.97812 0.1 0.3 0.6 0.428
```
Forces are in eV/Å.

- Multiplicity: 2
- LUMO (alpha / beta): 4.19 / 4.01 eV
- Total energy: -7287.96280 eV
- Total charge: -1
- Kohn-Sham gap (alpha / beta): 2.9 / 9.4 eV
- Energy relative to the best compared isomer or geometry (same formula, charge and spin): 48.01 kJ/mol


DFT (ωB97M-V/def2-TZVPD) results for C40H48BrFN7O6SV as an isolated structure.

```
105
Properties=species:S:1:pos:R:3:forces:R:3:mulliken_charge:R:1
V 0.39894 -1.76136 -0.31088 -0.1 -0.2 -0.7 0.819
C 1.32494 -4.54395 0.99475 0.0 0.0 0.0 -1.018
C 0.86825 -3.64158 2.11361 0.0 0.0 -0.1 -0.357
N -0.13766 -2.70089 1.56764 0.0 -0.1 0.0 1.067
C -1.51745 -3.24716 1.49337 0.0 0.0 0.0 -0.690
C -1.79751 -4.09443 0.25345 0.0 0.0 0.0 -0.944
S -1.05466 -3.42847 -1.29440 -0.2 0.0 0.2 0.074
C 0.08335 -4.75121 -1.81737 0.0 0.0 0.0 -0.961
C 1.52876 -4.42832 -1.45266 0.0 0.0 0.0 -0.313
N 1.59131 -3.67957 -0.18124 0.0 0.0 -0.1 0.089
H 2.22067 -5.10511 1.26507 0.0 0.0 0.0 0.520
H 0.56465 -5.27413 0.72842 0.0 0.0 0.0 0.330
H 0.46050 -4.20813 2.95220 0.0 0.0 0.0 0.697
H 1.69679 -3.03800 2.48280 0.0 0.0 0.0 -0.306
H -0.16327 -1.88277 2.19284 0.0 0.0 0.0 -0.202
H -1.71982 -3.85763 2.37642 0.0 0.0 0.0 0.644
H -2.20080 -2.40424 1.52280 0.0 0.0 0.0 0.221
H -1.44777 -5.11925 0.34915 0.0 0.0 0.0 0.462
H -2.87096 -4.13691 0.07497 0.0 0.0 0.0 0.652
H -0.28126 -5.67500 -1.37099 0.0 0.0 0.0 0.491
H -0.03023 -4.85150 -2.89544 0.0 0.0 0.0 0.580
H 2.10546 -5.35435 -1.38596 0.0 0.0 0.0 0.604
H 1.98275 -3.81527 -2.22632 -0.1 0.0 0.0 -0.167
H 2.52843 -3.29485 -0.09081 0.0 0.0 0.0 0.233
C 3.94256 -1.31297 2.26720 0.0 0.0 0.0 -1.350
O 2.57261 -0.99054 2.48947 0.0 0.1 -0.1 0.064
C 2.29828 -0.23283 3.61436 0.0 0.0 0.0 0.365
C 3.24254 0.10036 4.56987 0.0 0.0 0.0 -0.427
C 2.85547 0.82992 5.68927 0.0 0.0 0.0 -0.724
Br 4.14923 1.26618 6.98260 0.0 0.0 0.0 -0.144
C 1.54514 1.22458 5.86261 0.0 0.0 0.0 -0.633
C 0.59750 0.90640 4.89257 0.0 0.0 0.0 0.863
C 0.97732 0.18118 3.77123 0.0 0.0 0.1 0.027
O 0.05785 -0.20637 2.80340 0.0 0.1 0.1 -0.595
C -0.81528 1.24957 5.12179 -0.1 0.0 0.1 -0.001
N -1.43529 1.03686 6.23717 0.1 0.0 0.0 -0.704
C -2.74226 1.45505 6.02231 -0.1 0.1 -0.1 0.539
C -3.82488 1.46758 6.90058 0.0 0.0 0.0 -0.784
C -5.02063 1.96809 6.43037 0.0 0.0 0.0 -0.539
C -5.14973 2.44904 5.11754 0.0 0.0 0.0 -0.535
C -4.08939 2.43647 4.23202 0.0 0.0 0.0 -0.969
C -2.89125 1.92277 4.71278 0.0 0.0 0.1 0.552
N -1.64074 1.75406 4.12523 0.0 -0.2 -0.2 -0.064
H 4.55940 -0.41327 2.22356 0.0 0.0 0.0 0.426
H 3.98558 -1.81957 1.30335 0.0 0.0 0.0 0.221
H 4.32848 -1.97550 3.04378 0.0 0.0 0.0 0.434
H 4.27300 -0.20733 4.47685 0.0 0.0 0.0 0.615
H 1.23352 1.76738 6.74356 0.0 0.0 0.0 0.626
H -0.81382 0.14784 3.06193 0.0 0.1 -0.1 -0.054
H -3.71470 1.10668 7.91377 0.0 0.0 0.0 0.469
H -5.87986 2.00211 7.08587 0.0 0.0 0.0 0.413
H -6.10381 2.84447 4.79614 0.0 0.0 0.0 0.399
H -4.19240 2.81468 3.22321 0.0 0.0 0.0 0.419
H -1.33463 2.23813 3.29740 0.0 0.1 0.1 0.213
C -4.42350 3.65127 -2.57181 0.0 0.0 0.0 -1.939
C -3.70359 2.94231 -3.70009 0.0 0.0 0.0 0.525
C -3.11228 3.90365 -4.71602 0.0 0.0 0.0 -0.960
C -2.57551 3.13088 -5.90721 0.0 0.0 0.0 -1.045
C -1.64478 2.03537 -5.46351 0.0 0.0 0.0 1.050
C -0.72368 1.50806 -6.34112 0.0 0.0 0.0 -0.694
C 0.17463 0.52419 -5.93006 0.0 0.0 0.0 -0.170
F 1.04718 0.04965 -6.81191 0.0 0.0 0.0 -0.327
C 0.19788 0.05532 -4.64706 0.0 0.0 0.0 -0.811
C -0.72973 0.57139 -3.73278 0.0 0.0 0.0 1.045
C -0.71192 0.12549 -2.36698 -0.1 0.0 0.0 1.342
O 0.17105 -0.74120 -1.99247 0.0 -0.3 0.0 -0.172
C -1.62572 0.70843 -1.48947 -0.1 0.0 -0.1 0.028
C -2.53919 1.65278 -1.95718 0.0 0.0 0.0 -0.368
N -2.59340 2.03820 -3.21166 0.0 0.0 0.0 0.165
C -1.66333 1.54760 -4.13883 0.0 0.0 0.0 -1.220
C -1.65088 0.34367 -0.07438 0.3 -0.1 0.0 -0.842
O -2.09371 0.97816 0.83255 -0.1 0.0 0.0 -0.631
O -1.05614 -0.87595 0.18372 0.0 0.3 0.2 0.292
H -5.17605 4.29710 -3.02142 0.0 0.0 0.0 0.428
H -3.74772 4.28523 -1.99458 0.0 0.0 0.0 0.401
H -4.95842 2.97594 -1.90484 0.0 0.0 0.0 0.557
H -4.39657 2.26826 -4.21195 0.0 0.0 0.0 0.220
H -2.32640 4.49921 -4.24280 0.0 0.0 0.0 0.339
H -3.89212 4.59432 -5.03263 0.0 0.0 0.0 0.389
H -2.04854 3.78973 -6.59667 0.0 0.0 0.0 0.510
H -3.40469 2.69179 -6.46944 0.0 0.0 0.0 0.380
H -0.67456 1.86349 -7.36319 0.0 0.0 0.0 0.566
H 0.91227 -0.69602 -4.34528 0.0 0.0 0.0 0.657
H -3.25578 2.07593 -1.26929 0.0 0.0 0.0 0.715
C 1.52572 1.18446 0.25568 0.1 0.0 0.1 -0.912
N 2.50888 0.94040 -0.78779 -0.1 0.0 0.0 0.441
C 3.13798 2.15818 -1.33356 0.0 0.0 0.0 -0.598
C 3.67990 1.91647 -2.72343 0.0 0.0 0.0 -0.585
C 4.49354 0.64091 -2.71790 0.0 0.0 0.0 -0.546
N 3.65546 -0.46752 -2.23330 -0.1 0.0 0.0 0.124
C 3.86309 -1.79669 -2.79934 0.0 0.0 0.0 -0.700
C 2.77147 -0.27350 -1.26075 0.0 0.1 0.0 -0.051
O 2.20016 -1.34081 -0.74446 0.2 0.2 0.4 0.378
H 0.60351 1.58236 -0.17447 0.1 0.0 0.0 0.371
H 1.92325 1.92062 0.95510 0.0 0.0 0.0 0.811
H 1.33152 0.29302 0.84440 0.0 0.0 0.1 -0.596
H 3.92710 2.47220 -0.64670 0.0 0.0 0.0 0.363
H 2.37629 2.93742 -1.33962 0.0 0.0 0.0 0.395
H 4.30091 2.75787 -3.02597 0.0 0.0 0.0 0.400
H 2.86290 1.82786 -3.44336 0.0 0.0 0.0 0.186
H 5.37574 0.73406 -2.08008 0.0 0.0 0.0 0.227
H 4.83109 0.38504 -3.71889 0.0 0.0 0.0 0.427
H 4.34007 -1.68329 -3.76895 0.0 0.0 0.0 0.473
H 2.90565 -2.28700 -2.95092 0.0 0.0 0.0 0.074
H 4.50770 -2.41326 -2.17053 0.0 0.0 0.0 0.245
```
Forces are in eV/Å.

- Multiplicity: 2
- LUMO (alpha / beta): -10.11 / -9.46 eV
- Total energy: -174238.78079 eV
- Total charge: +3
- Kohn-Sham gap (alpha / beta): 3.6 / 4.3 eV
- Energy relative to the best compared isomer or geometry (same formula, charge and spin): 24.14 kJ/mol


DFT (ωB97M-V/def2-TZVPD) results for a 7-piece molecular cluster, C20H33F2N5O10 overall.

```
70
Properties=species:S:1:pos:R:3:forces:R:3:mulliken_charge:R:1
C -4.06348 2.00819 -0.73714 0.5 0.1 0.7 -0.823
C -3.57534 1.27776 -1.97728 0.0 1.3 -0.7 -0.135
C -4.29088 1.81607 -3.25647 0.3 -0.5 0.7 -0.660
C -4.10594 3.26712 -3.42056 -0.1 -1.8 0.0 0.271
N -3.99588 4.39665 -3.49754 0.2 1.3 -0.1 -0.424
H -5.15033 1.88926 -0.58316 0.4 -0.1 0.0 0.342
H -3.84742 3.10336 -0.71085 -0.1 -0.8 -0.3 0.402
H -3.49224 1.54886 0.08651 -0.5 0.3 0.1 0.009
H -3.66646 0.21391 -1.85968 -0.7 -0.6 -0.1 0.354
H -2.48915 1.36393 -2.10443 -0.2 0.5 0.0 0.034
H -5.36304 1.63488 -3.22634 -0.1 0.0 0.2 0.315
H -3.92901 1.24624 -4.09810 0.2 0.2 -0.6 0.332
C -0.60839 1.53667 4.04456 0.3 0.3 1.1 -1.027
C -0.00990 0.42284 4.94032 -0.3 0.3 -0.8 -0.364
C 1.44250 0.09479 4.62861 1.0 -0.6 0.3 -0.493
C 1.73196 -0.22011 3.22250 -0.9 0.7 1.9 0.162
N 1.83345 -0.44466 2.11581 0.4 -0.4 -1.9 -0.346
H -0.09380 2.51250 4.18787 0.0 -0.7 -0.4 0.364
H -1.59724 1.71378 4.43302 -0.6 0.1 0.0 0.331
H -0.71521 1.27085 2.99315 0.3 0.0 0.0 0.190
H -0.61350 -0.47313 4.81347 0.0 -0.2 0.0 0.253
H -0.07478 0.69240 5.99981 0.0 0.1 -0.2 0.348
H 1.78359 -0.79799 5.18662 -0.2 0.4 0.0 0.304
H 2.10808 0.91093 4.93412 -0.1 -0.1 -0.1 0.299
C -4.61218 -0.54175 4.27566 0.3 0.1 -0.6 -1.048
C -4.66163 -0.67019 2.75068 -1.1 0.0 -0.8 -0.390
C -3.44400 -1.34788 2.07787 -0.7 -1.0 0.7 0.485
C -3.16656 -2.74126 2.58748 -0.4 3.2 -1.1 0.082
N -2.81175 -3.74357 2.97519 0.4 -2.0 0.8 -0.486
H -4.63773 -1.53361 4.68619 0.0 -0.4 0.5 0.347
H -5.39605 0.07222 4.73788 0.0 -0.2 -0.5 0.371
H -3.66712 -0.08354 4.53956 0.3 0.1 0.3 0.132
H -4.69517 0.32395 2.28341 -0.1 -0.1 0.2 0.207
H -5.60220 -1.19277 2.42591 0.8 0.4 0.3 0.340
H -2.57338 -0.73332 2.29229 0.3 -0.1 -0.2 -0.169
H -3.60481 -1.42125 0.99061 0.2 0.2 0.5 0.144
C 2.68410 2.53387 0.08246 2.0 -0.1 -0.8 -0.664
N 3.79306 3.01809 -0.87562 1.0 -1.1 -0.3 0.890
O 3.41807 3.51500 -1.91824 0.0 0.3 0.3 -0.527
O 4.98652 2.75775 -0.63312 -2.2 0.5 0.1 -0.549
H 2.24678 3.40506 0.51199 -0.5 0.5 0.1 0.310
H 3.24694 1.97061 0.80507 -0.2 -0.4 0.4 0.297
H 2.01381 1.93567 -0.52348 -0.1 0.1 0.1 0.201
C 0.60181 -1.00600 -1.14242 0.1 -0.1 -1.1 -0.683
N -0.52820 -0.20456 -0.64841 -0.4 1.4 0.5 0.993
O -1.48621 -0.83751 -0.24634 0.1 0.2 -0.2 -0.496
O -0.46250 1.03212 -0.59888 0.2 -1.5 -0.2 -0.572
H 1.35316 -0.41508 -1.65316 0.0 0.4 0.3 0.033
H 0.20817 -1.70150 -1.88939 0.0 -0.1 0.5 0.439
H 0.99929 -1.49831 -0.27334 0.2 -0.3 0.2 0.319
C 3.85995 -5.26946 -0.08399 -0.6 0.6 0.3 -0.421
C 4.01477 -3.75250 -0.13205 1.4 -0.1 1.1 0.305
O 2.81843 -3.24832 -0.55513 -0.7 0.2 -1.1 -0.225
C 2.08806 -4.26321 -1.12637 0.1 -0.8 1.3 0.607
O 1.11693 -4.16382 -1.78343 -0.1 0.4 -0.3 -0.441
O 2.57741 -5.42604 -0.63511 -0.6 -0.6 -1.9 -0.390
F 5.01289 -3.46500 -1.01090 0.3 0.3 -0.8 -0.317
H 3.72952 -5.69192 0.87352 0.4 -0.1 1.5 0.287
H 4.66940 -5.80557 -0.57157 -0.2 0.1 -0.6 0.268
H 4.29582 -3.23949 0.77619 -0.1 -0.1 0.4 0.299
C 3.39256 2.21110 -4.82666 0.0 1.0 -1.4 -0.245
C 3.94990 1.00169 -4.18314 2.2 -1.4 1.7 0.372
O 3.75232 -0.06396 -5.08951 -0.5 1.9 0.4 -0.339
C 2.89056 0.44923 -6.10640 1.3 -5.4 -0.4 0.598
O 2.47211 -0.29262 -6.94011 -0.2 0.5 0.1 -0.532
O 2.75469 1.68321 -5.98738 -1.1 3.7 -0.4 -0.324
F 3.36622 0.69342 -2.95943 -0.7 0.0 -0.3 -0.244
H 4.18932 2.88009 -5.19511 -0.4 -0.2 0.4 0.267
H 2.60973 2.76305 -4.34113 0.1 0.2 0.9 0.245
H 5.01960 1.12276 -3.85697 -0.8 -0.3 -0.9 0.185
```
Forces are in eV/Å.

- LUMO: -0.04 eV
- Total energy: -54629.04154 eV
- Kohn-Sham gap: 11.1 eV


> The lowest total energy belongs to which entry?

C40H48BrFN7O6SV